# 1
This record from OMol25 describes C19H18ClF2NO as an isolated structure. The level of theory is ωB97M-V/def2-TZVPD.

Last column: natural (NBO) charge in e.
Positions of all 42 atoms, in Å:
1 O -2.3239 -3.0316 0.0741  -0.522
2 C -1.4204 -2.1634 -0.1928  0.599
3 C 0.0681 -2.3040 -0.2835  -0.221
4 C 0.6247 -3.0421 0.7781  0.427
5 C 1.9687 -3.3591 0.6674  -0.234
6 C 2.6396 -2.8331 -0.2034  -0.285
7 C 1.9531 -2.2713 -1.1507  0.448
8 C 0.6520 -1.9379 -1.4561  -0.214
9 H 0.1607 -1.4616 -2.2820  0.270
10 F 2.8032 -1.7599 -2.3783  -0.442
11 H 3.7070 -2.6623 -0.2546  0.271
12 H 2.3035 -3.5535 1.5707  0.225
13 F -0.1122 -3.5876 1.7646  -0.295
14 C -1.9057 -0.6016 -0.3049  -0.325
15 H -1.6502 -0.4055 -1.4842  0.235
16 C -1.1730 0.1318 0.7513  -0.233
17 N -1.2677 1.3944 0.3416  -0.522
18 C -2.7118 1.8824 0.6483  -0.157
19 C -3.5140 1.2288 -0.3836  -0.366
20 C -3.4345 -0.3318 -0.0114  -0.409
21 H -4.0649 -0.9500 -0.9212  0.224
22 H -3.8109 -0.5823 1.0368  0.237
23 H -3.4297 1.4959 -1.3056  0.200
24 H -4.7137 1.4378 0.0861  0.184
25 H -2.7956 3.1706 0.1059  0.184
26 H -2.8480 1.7966 1.6201  0.178
27 C -0.2886 2.2312 0.8972  -0.214
28 C 1.0814 2.1923 0.3075  -0.040
29 C 1.2341 2.2051 -0.8962  -0.209
30 C 2.5263 1.7454 -1.4974  -0.086
31 C 3.4276 1.2081 -0.8504  -0.345
32 C 3.1135 0.8634 0.4145  0.060
33 C 2.0057 1.3942 1.1376  -0.229
34 H 1.7617 1.0465 2.1425  0.236
35 Cl 4.2355 -0.0644 1.5173  -0.071
36 H 4.3696 0.9236 -1.1988  0.244
37 H 2.7206 1.9553 -2.7880  0.211
38 H 0.5818 2.7736 -1.3479  0.211
39 H -0.5538 3.4927 0.6451  0.196
40 H -0.4096 2.4656 2.0954  0.185
41 H 0.0385 -0.1470 0.6856  0.222
42 H -1.5486 0.0147 1.9034  0.175

Cartesian forces (eV/Å) of the 6 atoms listed first:
O 4.4 2.8 -1.3
C -5.8 -0.1 1.6
C -5.2 -2.4 2.4
C -0.3 -0.5 -2.2
C -7.7 -2.4 7.6
C 7.7 3.5 -6.4

Calculated values
- LUMO (eV) = 0.27
- energy relative to the best compared isomer or geometry (same formula, charge and spin) (kcal per mole) = 0.00
- total charge = 0
- frontier orbital gap (Eh) = 0.337


# 2
This record from OMol25 describes one molecule with the formula C19H18ClF3N2O2. The level of theory is ωB97M-V/def2-TZVPD.

Last column: natural (NBO) charge in e.
Positions of all 45 atoms, in Å:
1 O 1.2339 3.7079 0.8375  -0.612
2 C 1.3568 2.7151 0.1485  0.663
3 N 0.3064 2.1009 -0.4325  -0.430
4 C 0.3173 0.8693 -1.1818  -0.216
5 H 1.3252 0.5974 -1.4825  0.225
6 H -0.2962 1.0150 -2.0786  0.200
7 C -0.2927 -0.2640 -0.3411  -0.223
8 N -1.6281 0.1182 0.0522  -0.464
9 C -2.6754 -0.7717 0.0788  0.281
10 C -3.9970 -0.3087 0.0978  -0.255
11 C -5.0555 -1.2002 0.0926  -0.123
12 C -4.8504 -2.5716 0.0481  -0.225
13 C -3.5461 -3.0345 0.0206  -0.181
14 C -2.4789 -2.1598 0.0404  -0.287
15 H -1.4799 -2.5657 0.0505  0.213
16 H -3.3591 -4.0971 -0.0038  0.217
17 H -5.6859 -3.2520 0.0410  0.230
18 C -6.4474 -0.6391 0.0865  0.973
19 F -7.3831 -1.5289 0.4436  -0.321
20 F -6.8066 -0.1870 -1.1340  -0.328
21 F -6.5851 0.4106 0.9176  -0.327
22 H -4.2117 0.7482 0.1001  0.221
23 C -1.6430 1.3586 0.7974  -0.218
24 H -2.6555 1.6154 1.0990  0.220
25 C -1.0376 2.4833 -0.0463  -0.233
26 H -0.9770 3.4083 0.5281  0.252
27 H -1.6349 2.6449 -0.9484  0.198
28 H -1.0321 1.2454 1.7063  0.189
29 H -0.3267 -1.1641 -0.9532  0.216
30 H 0.3522 -0.4391 0.5322  0.190
31 C 2.7498 2.1463 -0.1434  -0.159
32 O 2.7999 0.7935 0.2637  -0.506
33 C 3.9894 0.1318 0.1899  0.290
34 C 3.9718 -1.1929 0.6304  -0.199
35 C 5.1154 -1.9613 0.5927  -0.222
36 C 6.2934 -1.4095 0.1098  -0.070
37 C 6.3246 -0.0990 -0.3308  -0.194
38 C 5.1750 0.6728 -0.2934  -0.296
39 H 5.2224 1.6920 -0.6417  0.226
40 H 7.2438 0.3240 -0.7041  0.229
41 Cl 7.7312 -2.3685 0.0587  0.005
42 H 5.0975 -2.9833 0.9360  0.230
43 H 3.0462 -1.6007 1.0042  0.218
44 H 3.4615 2.7538 0.4276  0.215
45 H 2.9722 2.2461 -1.2162  0.189

Cartesian forces (eV/Å) of the 6 atoms listed first:
O 0.2 0.2 0.2
C 0.5 -0.1 -0.1
N -0.4 0.0 -0.1
C 0.1 -0.5 0.0
H 0.0 0.1 0.0
H 0.1 -0.1 0.0

Calculated values
- LUMO (eV) = 0.50
- SMILES = O=C(COc1ccc(Cl)cc1)N1CCN(c2cccc(C(F)(F)F)c2)CC1
- total charge = 0
- frontier orbital gap (Eh) = 0.319


# 3
This record from OMol25 describes C19H18CrN3S3 as an isolated structure. The level of theory is ωB97M-V/def2-TZVPD.

Last column: natural (NBO) charge in e.
Positions of all 44 atoms, in Å:
1 Cr -0.6239 0.0702 0.0419  0.903
2 C -2.5863 -0.2336 2.9147  -0.654
3 C -1.1226 -0.0460 3.1432  0.289
4 C -0.6759 0.0214 4.4591  -0.222
5 C 0.6807 0.1056 4.7334  -0.138
6 C 1.5531 0.1054 3.6667  -0.218
7 C 1.0522 0.0595 2.3652  0.171
8 N -0.2816 0.0134 2.0955  -0.431
9 C 1.9236 0.0537 1.2071  0.186
10 C 3.3165 0.0721 1.2305  -0.203
11 C 4.0101 0.0865 0.0309  -0.146
12 C 3.3080 0.1023 -1.1643  -0.218
13 C 1.9159 0.0692 -1.1336  0.273
14 N 1.2466 0.0281 0.0388  -0.445
15 C 1.0453 0.0649 -2.2959  0.148
16 C 1.5478 0.1464 -3.5938  -0.217
17 C 0.6796 0.1388 -4.6649  -0.141
18 C -0.6741 0.0123 -4.4014  -0.217
19 C -1.1225 -0.0863 -3.0853  0.290
20 C -2.5865 -0.2786 -2.8655  -0.654
21 N -0.2854 -0.0254 -2.0386  -0.426
22 H -3.0508 -0.6092 3.8233  0.215
23 H -2.7601 -0.9319 2.0986  0.242
24 H -3.0760 0.7030 2.6466  0.271
25 H -1.3964 -0.0066 5.2632  0.228
26 H 1.0415 0.1374 5.7488  0.227
27 H 2.6165 0.1266 3.8294  0.219
28 H 3.8694 0.0577 2.1546  0.227
29 H 5.0878 0.0662 0.0256  0.229
30 H 3.8530 0.1203 -2.0926  0.227
31 H 2.6106 0.2087 -3.7522  0.217
32 H 1.0480 0.2086 -5.6758  0.226
33 H -1.3936 -0.0104 -5.2067  0.228
34 H -3.0267 -0.7379 -3.7466  0.215
35 H -3.0832 0.6805 -2.7078  0.270
36 H -2.7749 -0.8993 -1.9921  0.245
37 S -3.1787 3.7590 -0.7435  -0.140
38 C -2.1961 2.4936 -0.3405  -0.503
39 S -2.8359 0.9251 0.0040  -0.167
40 S -0.4901 2.5854 -0.2081  -0.164
41 C -0.7579 -2.0326 0.0476  -1.031
42 H -0.3084 -2.5121 0.9207  0.191
43 H -0.3026 -2.5071 -0.8251  0.193
44 H -1.8158 -2.3042 0.0438  0.202

Cartesian forces (eV/Å) of the 6 atoms listed first:
Cr -2.8 0.5 -0.3
C -0.1 0.0 0.0
C -0.4 0.0 -0.1
C 0.6 0.1 0.1
C -0.6 -0.1 -0.2
C 0.0 -0.1 -0.6

Calculated values
- LUMO (alpha / beta) (eV) = -1.00 / -1.23
- energy relative to the best compared isomer or geometry (same formula, charge and spin) (kcal per mole) = 0.00
- 2S+1 = 4
- total charge = 0
- frontier orbital gap (alpha / beta) (Eh) = 0.207 / 0.198
- expectation value of S² = 3.81


# 4
This record from OMol25 describes C19H18CuNOS as an isolated structure. The level of theory is ωB97M-V/def2-TZVPD.

Last column: natural (NBO) charge in e.
Positions of all 41 atoms, in Å:
1 C -0.1613 -1.3986 2.2030  -0.331
2 C 1.2439 -1.4844 1.9385  -0.386
3 C 1.7363 -0.1896 1.7400  -0.373
4 H 1.9036 -2.2853 1.5974  0.193
5 C 0.6873 0.7383 2.0767  -0.380
6 C -0.5227 -0.0061 2.2166  -0.443
7 H -1.4409 0.3578 2.6653  0.203
8 H -0.9557 -2.0626 2.5552  0.199
9 H 2.7480 0.0853 1.4221  0.206
10 H 0.8503 1.7453 2.4168  0.204
11 C 0.3189 -0.6023 -2.3720  -0.210
12 C 0.2998 -1.8637 -1.8343  -0.232
13 C -1.0067 -2.0984 -1.1029  -0.130
14 H 1.1819 -2.4302 -1.6557  0.218
15 C -1.7082 -0.7770 -1.2836  -0.296
16 C -0.9672 0.0386 -2.1365  -0.176
17 H -1.3044 0.9210 -2.6542  0.233
18 H 1.1632 -0.1372 -2.8922  0.243
19 H -1.7039 -2.9582 -1.2706  0.218
20 H -2.7652 -0.7465 -1.0789  0.219
21 Cu 0.0452 0.0455 0.0217  0.981
22 O 0.7907 1.6021 -0.7231  -1.026
23 C 1.4867 2.6715 -0.1285  -0.108
24 C 0.5663 3.7498 0.3184  -0.117
25 H 2.0912 2.3745 0.7559  0.151
26 H 2.1308 3.0611 -0.9362  0.137
27 H 0.1083 3.6149 1.2837  0.180
28 H 0.1806 6.1792 1.2406  0.204
29 C 0.0162 6.1235 0.1580  -0.236
30 C 0.2127 4.8510 -0.4726  0.009
31 C 0.0257 4.7779 -1.8973  -0.249
32 H 0.1263 3.7957 -2.3720  0.232
33 C -0.3142 5.9186 -2.6192  -0.211
34 H -0.4685 5.8524 -3.6997  0.199
35 C -0.4590 7.1598 -1.9754  -0.263
36 H -0.7083 8.0495 -2.5495  0.197
37 C -0.2846 7.2555 -0.5848  -0.227
38 H -0.3798 8.2202 -0.0801  0.200
39 S -0.2443 -4.9681 0.8718  -0.004
40 C -0.0588 -3.4368 0.6366  0.244
41 N -0.4816 -2.3325 0.2416  -0.472

Cartesian forces (eV/Å) of the 6 atoms listed first:
C 0.3 2.1 2.6
C -0.2 0.0 0.1
C -0.5 1.4 1.3
H -0.6 -0.4 0.4
C 0.7 -1.0 -0.1
C 1.3 -0.8 1.4

Calculated values
- LUMO (alpha / beta) (eV) = 2.49 / 2.48
- energy relative to the best compared isomer or geometry (same formula, charge and spin) (kcal per mole) = 71.08
- 2S+1 = 2
- total charge = -1
- frontier orbital gap (alpha / beta) (Eh) = 0.184 / 0.184
- expectation value of S² = 0.78


# 5
This record from OMol25 describes one molecule with the formula C19H18FN3O2S. The level of theory is ωB97M-V/def2-TZVPD.

Last column: natural (NBO) charge in e.
Positions of all 44 atoms, in Å:
1 C -1.6539 -2.5458 1.1029  -0.244
2 H -1.8189 -3.1266 0.1899  0.181
3 O -1.8794 -1.1755 0.8879  -0.519
4 C -3.1405 -0.7777 0.5043  0.252
5 C -4.2230 -1.6226 0.3359  -0.285
6 C -5.4500 -1.1083 -0.0602  -0.215
7 C -5.5998 0.2444 -0.2912  -0.222
8 C -4.5245 1.1022 -0.1248  -0.234
9 C -3.2955 0.6024 0.2721  0.181
10 N -2.1599 1.3930 0.4572  -0.635
11 C -1.9257 2.6492 0.0255  0.687
12 O -2.7470 3.4073 -0.4376  -0.605
13 C -0.4791 3.1251 0.1764  -0.611
14 H -0.1436 3.4789 -0.7991  0.271
15 H -0.4462 3.9540 0.8849  0.254
16 S 0.7286 1.9128 0.7677  0.236
17 C 0.6717 0.8042 -0.5834  0.192
18 N 0.0582 1.0375 -1.7143  -0.491
19 C 0.2185 -0.0941 -2.4500  -0.078
20 C 0.9380 -1.0127 -1.7460  -0.116
21 N 1.2214 -0.4349 -0.5351  -0.355
22 C 2.0241 -0.9809 0.5303  -0.228
23 C 3.4532 -0.5081 0.4105  -0.060
24 C 4.2921 -1.0719 -0.5433  -0.175
25 C 5.5890 -0.6195 -0.6987  -0.277
26 C 6.0337 0.4081 0.1137  0.407
27 C 5.2190 0.9901 1.0674  -0.275
28 C 3.9236 0.5262 1.2085  -0.184
29 H 3.2712 0.9757 1.9414  0.222
30 H 5.5979 1.7918 1.6808  0.233
31 F 7.2981 0.8522 -0.0283  -0.321
32 H 6.2507 -1.0483 -1.4343  0.233
33 H 3.9303 -1.8712 -1.1732  0.213
34 H 1.5985 -0.6513 1.4831  0.225
35 H 1.9759 -2.0716 0.4664  0.220
36 H 1.2547 -2.0062 -1.9868  0.215
37 H -0.2024 -0.1644 -3.4319  0.214
38 H -1.3724 0.8692 0.8218  0.424
39 H -4.6227 2.1585 -0.3102  0.254
40 H -6.5541 0.6401 -0.6021  0.215
41 H -6.2851 -1.7802 -0.1881  0.212
42 H -4.1268 -2.6836 0.5042  0.216
43 H -0.6096 -2.6303 1.4013  0.191
44 H -2.2883 -2.9370 1.9044  0.181

Cartesian forces (eV/Å) of the 6 atoms listed first:
C 0.0 -0.2 0.0
H 0.0 0.0 0.0
O -0.3 0.5 -0.1
C 0.0 0.1 0.0
C 0.2 -0.1 0.1
C -0.1 0.1 -0.1

Calculated values
- LUMO (eV) = 0.45
- SMILES = COc1ccccc1NC(=O)CSc1nccn1Cc1ccc(F)cc1
- energy relative to the best compared isomer or geometry (same formula, charge and spin) (kcal per mole) = 36.44
- total charge = 0
- frontier orbital gap (Eh) = 0.312


Look up the total charge of the fifth one.
0